(1)
This record from the Open Molecules 2025 dataset describes a 8-piece molecular cluster, C24H64O8 overall at a distorted geometry. The level of theory is ωB97M-V/def2-TZVPD.

The geometry in ORCA input format:
```
! wB97M-V def2-TZVPD RIJCOSX def2/J DEFGRID3
* xyz 0 1
C 5.228 -12.996 -33.031
C 5.368 -14.483 -33.394
C 4.332 -15.293 -32.615
O 5.132 -14.562 -34.812
H 4.986 -12.824 -31.980
H 4.389 -12.533 -33.552
H 6.134 -12.469 -33.333
H 6.359 -14.894 -33.187
H 4.478 -15.260 -31.539
H 4.140 -16.292 -33.008
H 3.391 -14.756 -32.799
H 5.980 -14.713 -35.234
C 0.058 -18.762 -29.957
C -0.365 -17.894 -31.131
C 0.533 -16.670 -31.256
O -0.217 -18.586 -32.361
H -0.027 -18.165 -29.048
H 1.077 -19.123 -30.111
H -0.583 -19.647 -29.907
H -1.419 -17.605 -31.012
H 0.034 -15.919 -31.866
H 1.530 -16.880 -31.649
H 0.817 -16.273 -30.274
H -0.872 -19.301 -32.424
C -0.178 -14.917 -34.618
C 1.304 -15.138 -34.859
C 1.550 -15.747 -36.227
O 1.989 -13.876 -34.738
H -0.709 -15.769 -34.194
H -0.772 -14.585 -35.472
H -0.262 -14.102 -33.891
H 1.758 -15.700 -34.036
H 1.045 -16.695 -36.425
H 2.622 -15.900 -36.372
H 1.123 -15.080 -36.980
H 2.886 -14.021 -35.069
C -1.104 -13.453 -27.706
C -1.259 -13.380 -29.191
C -1.984 -14.574 -29.741
O -1.940 -12.163 -29.528
H -0.578 -14.391 -27.462
H -2.001 -13.597 -27.094
H -0.501 -12.686 -27.220
H -0.280 -13.329 -29.675
H -2.990 -14.622 -29.314
H -1.439 -15.513 -29.638
H -2.082 -14.450 -30.824
H -2.893 -12.283 -29.458
C -0.895 -22.473 -28.388
C 0.233 -23.476 -28.090
C 1.395 -23.234 -29.034
O 0.665 -23.312 -26.745
H -0.643 -21.469 -28.060
H -1.875 -22.771 -28.000
H -1.103 -22.574 -29.462
H -0.168 -24.477 -28.283
H 1.675 -22.180 -28.994
H 1.103 -23.533 -30.037
H 2.243 -23.813 -28.662
H 0.086 -23.803 -26.158
C -3.501 -22.419 -32.811
C -2.285 -21.562 -32.462
C -1.064 -22.001 -33.258
O -2.611 -20.190 -32.666
H -3.769 -22.228 -33.855
H -4.360 -22.154 -32.196
H -3.275 -23.481 -32.711
H -1.992 -21.684 -31.413
H -0.680 -22.923 -32.811
H -0.271 -21.270 -33.100
H -1.318 -22.210 -34.297
H -3.128 -20.094 -33.473
C 2.024 -15.689 -27.350
C 3.209 -16.621 -27.107
C 4.106 -16.287 -25.897
O 2.740 -17.962 -26.998
H 1.514 -15.510 -26.398
H 1.368 -16.201 -28.053
H 2.291 -14.714 -27.760
H 3.886 -16.662 -27.966
H 4.565 -15.302 -25.795
H 4.978 -16.943 -26.002
H 3.658 -16.570 -24.942
H 1.910 -17.929 -26.504
C -3.927 -16.274 -26.257
C -3.520 -17.735 -26.129
C -2.103 -18.097 -26.428
O -3.906 -18.259 -24.845
H -3.663 -15.892 -27.246
H -3.536 -15.619 -25.474
H -5.012 -16.135 -26.208
H -4.149 -18.297 -26.838
H -1.932 -19.175 -26.416
H -1.373 -17.768 -25.676
H -1.783 -17.653 -27.373
H -4.453 -17.605 -24.404
*
```

## Properties
Calculated total energy ... -1554.66526 Ha
ΔE to the lowest compared entry with this formula, charge and spin ... 45.2 kcal per mole
HOMO energy ... -9.704 eV
LUMO energy ... 0.0207 hartree

The computed Mulliken charges, all in e, follow: -1.248, 0.274, -1.121, -0.547, 0.341, 0.281, 0.347, 0.465, 0.438, 0.421, 0.125, 0.297, -0.685, 1.035, -0.620, -0.656, -0.192, 0.338, 0.100, 0.241, -0.066, 0.512, -0.345, 0.164, -1.411, 1.553, -1.493, -0.630, 0.245, 0.411, 0.338, -0.358, 0.366, 0.391, 0.339, 0.237, -0.956, 0.613, -0.848, -0.584, 0.014, 0.238, 0.358, 0.201, 0.472, -0.174, 0.325, 0.347, -0.692, 0.356, -1.167, -0.565, 0.198, 0.435, -0.055, 0.258, 0.224, 0.348, 0.340, 0.321, -1.496, 1.150, -1.311, -0.486, 0.424, 0.348, 0.374, -0.280, 0.360, 0.403, 0.311, 0.289, -1.089, 0.552, -1.423, -0.525, 0.451, 0.087, 0.465, 0.171, 0.357, 0.346, 0.330, 0.300, -1.202, 0.635, -0.777, -0.549, 0.034, 0.418, 0.437, 0.059, 0.329, 0.328, -0.037, 0.322

***

(2)
This record from the Open Molecules 2025 dataset describes CH5O2V as an isolated structure at a distorted geometry. The level of theory is ωB97M-V/def2-TZVPD.

The geometry in ORCA input format:
```
! wB97M-V def2-TZVPD RIJCOSX def2/J DEFGRID3
* xyz 0 5
O -0.291 -0.617 0.343
V -1.500 -1.583 1.221
H -0.707 -0.080 -1.028
C 0.907 0.040 0.697
H 0.725 0.900 1.368
H 1.602 -0.643 1.220
H 1.453 0.415 -0.188
O -0.898 0.357 -1.912
H -1.292 1.211 -1.721
*
```

## Properties
Calculated total energy ... -1135.46083 Ha
⟨S²⟩ ... 6.01
ΔE to the lowest compared entry with this formula, charge and spin ... 0.0 kcal per mole
HOMO energy (spin up / spin down) ... -7.121 / -10.199 eV
LUMO energy (spin up / spin down) ... 0.0003 / 0.0106 hartree

The computed natural (NBO) charges, all in e, follow: -0.898, 0.689, 0.481, -0.260, 0.169, 0.170, 0.192, -0.997, 0.454

***

(3)
This record from the Open Molecules 2025 dataset describes CHIN2O2S as an isolated structure at a distorted geometry. The level of theory is ωB97M-V/def2-TZVPD.

The geometry in ORCA input format:
```
! wB97M-V def2-TZVPD RIJCOSX def2/J DEFGRID3
* xyz 0 3
C -0.210 -0.278 -1.192
N 0.487 -1.076 -0.648
N -0.844 0.706 1.033
O 1.400 1.441 0.667
O 1.146 -1.290 0.353
S 0.659 0.561 1.520
I -1.159 0.021 -2.915
H -1.479 -0.084 1.182
*
```

## Properties
Calculated total energy ... -994.29242 Ha
⟨S²⟩ ... 2.02
ΔE to the lowest compared entry with this formula, charge and spin ... 6.2 kcal per mole
HOMO energy (spin up / spin down) ... -7.013 / -10.034 eV
LUMO energy (spin up / spin down) ... 0.0010 / -0.1339 hartree

The computed natural (NBO) charges, all in e, follow: 0.036, -0.120, -1.012, -0.882, -0.214, 1.469, 0.353, 0.370

***

Question: Which value of calculated total energy does entry 3 give?
Answer: -994.29242 Ha